Entry 1:
72
Properties=species:S:1:pos:R:3:forces:R:3 method="wB97M-V/def2-TZVPD" homo_lumo_gap_ha=0.04041 mol_weight_g_mol=450.03 spin_multiplicity=1 lumo_energy_ev=-13.88 total_charge=+4
Be -9.600 -9.130 20.961 0.0 0.0 0.0
Be -13.451 -12.061 12.001 0.0 0.0 0.0
N -9.116 -2.435 12.280 -0.7 1.1 -0.2
H -9.868 -2.472 12.953 -0.3 -0.7 0.6
H -9.160 -1.470 11.985 0.4 0.8 -0.3
H -9.345 -2.973 11.458 0.2 -0.7 -0.3
H -8.210 -2.614 12.691 0.4 -0.4 0.1
Cl -13.561 -5.910 16.490 2.0 0.2 1.1
O -14.448 -6.293 17.537 -0.5 0.7 -0.1
O -12.172 -6.035 17.033 -0.8 -0.3 -0.7
O -13.684 -6.849 15.413 0.1 0.1 -0.5
O -13.656 -4.544 16.045 -0.7 -0.7 0.1
C -16.050 -0.546 23.820 -0.3 -0.3 -0.3
C -17.326 0.305 23.785 -2.0 2.9 -0.2
C -17.254 1.508 24.754 -0.3 -0.5 0.9
C -16.434 2.682 24.343 1.5 -0.4 -0.1
C -16.817 3.194 22.954 -0.3 -0.9 0.6
C -16.975 2.076 21.854 -0.6 1.7 0.7
N -17.640 0.930 22.461 2.4 -1.3 -0.5
O -18.085 0.055 21.549 -0.9 0.8 -0.3
C -17.770 2.639 20.651 0.3 0.0 -0.2
C -15.560 1.603 21.347 0.5 0.3 0.1
C -18.638 -0.420 24.130 0.9 -0.8 0.3
H -16.061 -1.206 24.687 -0.2 0.4 0.4
H -15.167 0.093 23.855 0.0 -0.2 -0.1
H -16.025 -1.271 23.007 0.2 0.2 -0.4
H -18.215 1.931 25.045 -0.6 -0.6 -0.5
H -16.927 1.054 25.689 0.4 0.2 0.1
H -15.389 2.387 24.439 0.4 0.2 -0.4
H -16.558 3.450 25.106 0.0 0.2 -0.2
H -16.119 3.972 22.647 -0.3 0.0 -0.3
H -17.822 3.574 23.137 0.0 0.6 -0.6
H -17.379 3.633 20.433 0.1 0.0 0.2
H -17.613 2.056 19.744 -0.2 -0.2 0.1
H -18.837 2.769 20.833 0.1 -0.3 0.2
H -15.584 0.692 20.749 -0.1 -0.3 0.4
H -15.140 2.335 20.658 -0.5 0.4 0.0
H -14.873 1.604 22.193 -0.1 -0.6 -0.1
H -19.555 0.100 23.853 0.3 0.1 -0.2
H -18.578 -0.439 25.219 -0.4 -0.6 0.0
H -18.571 -1.405 23.668 -0.5 -0.2 0.4
H -17.380 -0.568 21.359 0.5 -0.9 0.0
C -27.096 -6.794 16.700 -1.8 -0.1 0.5
C -25.729 -7.128 16.069 -0.3 -1.3 -1.5
C -25.314 -5.993 15.124 0.9 1.2 1.8
C -24.671 -4.814 15.914 -0.2 -0.4 -1.5
C -23.600 -5.267 16.823 0.4 -0.7 0.3
C -24.035 -6.319 17.848 1.3 -0.1 0.2
N -24.782 -7.433 17.182 -0.6 1.8 1.8
O -25.236 -8.393 18.122 0.9 1.2 -2.5
C -22.734 -6.945 18.498 -1.0 -0.1 0.5
C -24.891 -5.627 18.990 -0.5 -0.5 -0.8
C -25.825 -8.418 15.176 0.4 -0.2 0.1
H -27.377 -7.418 17.549 0.1 -0.4 -0.3
H -27.414 -5.804 17.025 1.3 0.6 0.0
H -27.854 -6.919 15.926 0.1 -0.7 -0.2
H -24.569 -6.321 14.399 -0.3 -0.2 -0.1
H -26.203 -5.588 14.641 0.0 -0.5 -0.3
H -24.066 -4.280 15.181 -0.8 0.8 -0.2
H -25.382 -4.178 16.442 -0.1 0.1 -0.3
H -23.184 -4.357 17.255 0.1 -0.4 0.8
H -22.786 -5.665 16.217 0.1 -0.3 0.0
H -22.146 -6.220 19.062 0.0 0.5 -0.6
H -22.161 -7.431 17.708 0.1 0.0 0.3
H -23.034 -7.615 19.303 0.0 -0.5 -0.4
H -25.143 -6.340 19.776 0.3 0.2 0.3
H -25.832 -5.268 18.572 0.0 0.0 -0.1
H -24.356 -4.744 19.338 0.2 -0.4 0.2
H -26.471 -8.359 14.300 -0.4 0.7 0.4
H -24.847 -8.536 14.710 0.2 -0.3 0.3
H -26.102 -9.333 15.699 0.1 0.2 0.2
H -25.722 -7.780 18.677 -0.5 -0.2 1.3


Entry 2:
74
Properties=species:S:1:pos:R:3:forces:R:3 method="wB97M-V/def2-TZVPD" homo_lumo_gap_ha=0.29743 mol_weight_g_mol=494.01 spin_multiplicity=1 lumo_energy_ev=-3.90 total_charge=+1
C -0.741 -0.018 -3.967 -2.6 2.7 9.7
C -1.195 0.149 -2.623 4.0 0.3 -8.7
C -1.597 0.596 -1.061 -1.7 -0.8 -2.5
O -1.744 -0.643 -0.320 1.8 1.2 0.5
C -0.788 -0.859 0.752 0.2 0.1 2.8
N -0.620 -2.344 1.147 -0.6 1.3 0.7
C -1.847 -2.788 1.964 -1.7 1.0 0.2
C -1.719 -2.436 3.568 -0.4 -0.6 -0.2
C -0.631 -3.351 4.387 1.1 0.7 0.8
C -1.044 -3.568 5.991 -0.2 0.5 -0.3
C 0.689 -0.180 0.572 1.1 -2.2 2.5
C 1.856 -1.186 -0.001 0.2 0.6 -0.5
C 1.508 -1.969 -1.386 -3.7 -3.2 -3.2
O 0.353 -2.528 -1.749 7.0 4.2 3.0
N 2.672 -2.150 -2.383 -0.7 0.9 2.2
C 3.027 -0.845 -3.059 0.9 -0.4 -1.5
C 3.872 -2.787 -1.699 1.8 -0.3 0.5
N 0.731 1.107 -0.208 0.0 0.9 -1.8
C -0.650 1.760 -0.431 -1.0 0.7 0.5
C -1.280 2.462 0.905 -0.4 -1.2 1.7
C -0.212 2.880 2.072 -0.4 1.2 0.6
C 0.819 4.101 1.648 -0.3 -0.4 0.1
Cl 2.410 3.771 2.587 -1.2 0.3 -0.9
O -0.321 2.874 -1.382 -3.8 0.3 -1.6
C -1.521 3.440 -2.000 -7.4 1.8 0.8
N -2.748 3.877 -2.201 11.3 -4.0 1.6
H -0.226 0.262 -5.007 -1.6 -1.2 2.6
H -2.693 1.059 -1.169 2.5 -0.9 0.3
H -1.256 -0.365 1.734 0.9 -0.5 -2.1
H 0.170 -2.432 1.849 -1.0 0.5 -1.3
H -2.159 -3.908 1.745 1.1 2.3 0.5
H -2.761 -2.132 1.564 1.9 -1.5 0.8
H -2.818 -2.555 4.013 2.4 0.3 -0.8
H -1.384 -1.311 3.693 -0.8 -2.1 -0.2
H 0.378 -2.715 4.426 -2.1 -1.5 -0.1
H -0.351 -4.367 3.875 -0.9 1.9 0.9
H -1.928 -4.327 6.109 1.7 1.4 -0.3
H -0.125 -3.943 6.643 -2.0 0.9 -1.5
H -1.418 -2.514 6.406 0.9 -2.3 -0.8
H 1.046 0.100 1.679 -0.9 -0.6 -2.5
H 2.169 -1.971 0.809 -0.8 1.5 -1.6
H 2.812 -0.504 -0.212 -1.9 -1.6 0.5
H 2.256 -0.618 -3.928 1.4 -0.3 2.1
H 4.068 -1.033 -3.612 -2.3 0.5 1.3
H 3.199 0.052 -2.327 -0.4 -1.3 -1.2
H 4.416 -3.553 -2.428 -1.4 1.7 1.4
H 3.601 -3.398 -0.736 0.2 1.1 -1.9
H 4.698 -1.994 -1.371 -1.8 -1.6 -0.7
H 1.452 1.809 0.133 -1.1 -0.9 0.0
H 1.074 0.851 -1.184 -0.6 0.3 0.9
H -1.959 3.397 0.722 1.4 -1.9 -0.4
H -2.003 1.649 1.398 1.5 1.8 -1.1
H -0.861 3.320 2.973 1.4 -1.2 -2.0
H 0.408 2.000 2.529 -1.2 1.5 -1.1
H 0.446 5.169 2.002 0.8 -2.4 -1.0
H 1.097 4.072 0.511 -0.6 0.3 2.2
O -5.298 4.217 -4.423 0.4 -0.2 0.0
H -4.679 4.080 -3.689 -0.2 0.1 -0.2
H -4.890 3.743 -5.164 -0.2 0.2 0.2
O 1.180 2.307 -4.942 -0.4 0.0 0.3
H 0.590 3.041 -5.172 0.2 -0.2 0.0
H 0.766 1.910 -4.161 0.1 0.2 -0.2
O -7.498 6.615 -4.461 0.2 0.0 -0.4
H -7.697 6.828 -5.385 0.0 -0.1 0.4
H -6.687 6.087 -4.511 -0.2 0.0 0.1
O 6.206 -0.522 -0.817 0.1 0.4 0.4
H 6.875 -0.723 -0.145 -0.1 0.0 -0.2
H 6.119 0.443 -0.779 0.1 -0.3 -0.1
O -0.925 -5.031 -2.329 0.5 -0.2 0.0
H -0.271 -5.718 -2.527 -0.3 0.2 0.0
H -0.391 -4.237 -2.176 -0.2 -0.1 -0.1
O 1.798 -1.089 5.336 0.2 0.4 0.1
H 2.467 -1.290 6.008 -0.2 0.0 -0.2
H 1.710 -0.124 5.374 0.0 -0.3 0.1


Entry 3:
70
Properties=species:S:1:pos:R:3:forces:R:3 method="wB97M-V/def2-TZVPD" homo_lumo_gap_ha=0.25997 mol_weight_g_mol=483.10 spin_multiplicity=1 lumo_energy_ev=2.13 total_charge=-1
C -0.662 7.128 0.621 0.4 -0.1 -0.3
C -0.811 5.818 -0.128 0.1 0.3 0.0
O -1.880 5.047 0.380 0.2 -0.1 -0.1
C -1.470 3.694 0.544 -0.3 -0.5 0.4
C -2.668 2.797 0.817 0.0 0.3 -0.4
C -3.352 2.468 -0.490 -1.2 0.0 1.2
C -4.671 1.709 -0.424 0.7 -0.1 -0.2
O -5.094 1.751 -1.758 0.4 -0.2 0.2
P -3.689 1.725 -2.817 -1.4 1.5 -2.3
Cl -3.955 -0.479 -2.890 0.4 -1.0 0.2
C -2.311 1.703 -4.143 0.8 -0.3 1.2
C -1.103 0.758 -4.007 0.0 0.0 -0.5
C 0.118 1.282 -3.249 0.5 0.1 -0.7
S 1.086 -0.244 -2.899 -0.3 -0.2 0.6
C 2.399 0.162 -1.772 0.1 0.6 -0.6
S 3.230 1.556 -1.920 -0.2 0.1 0.3
N 2.732 -0.806 -0.799 -0.4 -0.4 -0.7
C 2.662 -2.154 -1.347 0.2 -1.3 0.4
C 3.184 -3.205 -0.339 -1.0 0.3 0.0
C 1.955 -0.712 0.462 0.3 0.8 0.2
C 0.976 0.434 0.553 -0.4 0.1 0.5
O -2.625 1.718 -1.439 -0.2 0.8 -0.3
H -0.552 6.918 1.682 -0.2 0.2 0.2
H 0.268 7.589 0.290 0.1 0.1 0.0
H -1.451 7.842 0.408 -0.3 -0.1 0.2
H 0.134 5.283 -0.024 0.1 -0.2 0.1
H -0.931 6.000 -1.199 -0.2 0.0 -0.1
H -0.778 3.639 1.386 0.3 0.0 0.0
H -0.993 3.339 -0.367 0.3 -0.1 -0.1
H -3.379 3.407 1.377 -0.1 -0.1 0.2
H -2.437 1.933 1.438 0.3 -0.2 -0.1
H -3.694 3.451 -0.837 0.6 0.1 -0.7
H -4.411 0.682 -0.138 -0.4 -0.2 0.3
H -5.405 2.157 0.243 -0.2 0.0 0.1
H -3.710 3.159 -2.930 0.3 0.1 0.6
H -4.660 1.747 -3.884 0.1 -0.3 0.3
H -2.800 1.551 -5.099 -0.2 -0.3 0.0
H -1.931 2.726 -4.164 0.0 0.2 0.1
H -1.357 -0.214 -3.588 -0.5 0.0 0.0
H -0.755 0.565 -5.025 0.1 -0.3 -0.1
H -0.107 1.869 -2.366 -0.1 -0.3 0.4
H 0.723 1.885 -3.919 0.1 0.3 0.1
H 1.640 -2.456 -1.595 -0.2 0.2 -0.1
H 3.244 -2.264 -2.258 0.1 0.6 -0.1
H 3.803 -3.950 -0.826 0.4 0.1 0.1
H 3.666 -2.710 0.499 0.5 -0.1 -0.1
H 2.330 -3.739 0.077 0.2 0.0 0.1
H 2.674 -0.564 1.267 0.1 -0.3 0.2
H 1.389 -1.622 0.647 0.1 -0.3 -0.2
H 1.456 1.403 0.523 0.1 0.2 -0.3
H 0.511 0.368 1.536 -0.1 0.0 0.2
H 0.163 0.370 -0.162 0.0 0.1 -0.3
C 0.142 -6.959 2.406 0.0 0.0 0.0
C 1.081 -6.596 1.271 0.1 0.0 0.3
O 1.744 -5.361 1.523 -0.1 -0.2 0.0
H -0.601 -6.173 2.548 0.0 0.0 -0.1
H -0.375 -7.899 2.204 0.0 0.0 0.0
H 0.692 -7.058 3.345 0.0 -0.1 0.0
H 0.528 -6.477 0.340 0.1 0.1 0.0
H 1.830 -7.383 1.128 -0.1 -0.1 -0.1
H 2.245 -5.463 2.341 -0.1 0.1 0.1
C 3.359 -1.816 4.320 0.1 -0.1 0.1
C 2.794 -3.030 3.607 -0.3 0.2 0.2
O 2.232 -3.965 4.531 0.2 -0.2 -0.1
H 4.127 -2.117 5.034 0.0 0.0 0.0
H 3.795 -1.113 3.610 0.0 0.0 0.0
H 2.576 -1.301 4.883 0.0 0.1 -0.1
H 3.580 -3.551 3.061 0.0 -0.1 0.0
H 2.021 -2.733 2.892 0.1 0.0 -0.1
H 1.526 -3.518 5.008 0.0 0.0 0.0